This record from the OMol25 dataset describes 9 unconnected molecules or ions with the total composition C17H44O9 in a non-equilibrium geometry. The level of theory is ωB97M-V/def2-TZVPD.

Each line ends with the natural charge from an NBO analysis.
CARTESIAN COORDINATES (ANGSTROEM)
C 8.757721 12.813170 14.932194  -0.72
C 7.359273 13.375911 15.018140  0.60
C 6.427915 12.829514 16.007817  -0.73
O 6.980732 14.178138 14.185288  -0.58
H 9.272940 13.358188 14.183852  0.25
H 8.717359 11.736654 14.598766  0.25
H 9.158054 12.799786 15.952295  0.22
H 5.614267 13.562866 16.259452  0.24
H 6.909860 12.530763 16.913967  0.22
H 6.094496 11.855655 15.671705  0.25
C 8.661193 13.366442 9.249883  -0.75
C 7.996176 12.175990 9.840135  0.64
C 7.054665 12.508565 10.952397  -0.72
O 8.077669 11.074040 9.352680  -0.61
H 9.615370 13.315052 8.692846  0.24
H 8.708946 14.050122 10.070807  0.24
H 7.914947 13.831323 8.604954  0.24
H 6.313086 13.205922 10.528813  0.23
H 7.587503 13.056902 11.752286  0.26
H 6.550598 11.571670 11.296460  0.23
C 14.896882 9.699696 12.045430  -0.74
C 14.329684 10.349970 13.327534  0.61
C 15.193733 11.441918 13.879627  -0.74
O 13.267299 10.064142 13.835285  -0.55
H 14.230784 8.833873 11.830056  0.25
H 15.923263 9.408380 12.162107  0.23
H 14.975825 10.489411 11.287868  0.24
H 16.224434 11.258656 14.178809  0.24
H 14.733486 11.888308 14.799484  0.23
H 15.156626 12.277163 13.160045  0.24
C 10.162752 9.443789 11.454523  -0.74
C 10.460929 10.944281 11.576001  0.64
C 11.826832 11.365461 11.240747  -0.73
O 9.645430 11.749895 11.957153  -0.60
H 10.433815 8.965993 12.396244  0.25
H 10.755919 9.128144 10.625358  0.23
H 9.091319 9.149859 11.201476  0.25
H 11.964360 11.368716 10.171944  0.24
H 12.523817 10.684068 11.674227  0.24
H 11.880879 12.432178 11.493884  0.23
C 11.581707 6.765842 9.243528  -0.26
O 12.747283 7.173836 9.983906  -0.73
H 11.903855 6.108264 8.413605  0.16
H 10.899738 6.203776 9.892935  0.21
H 11.058743 7.589678 8.789562  0.17
H 13.424549 7.252949 9.230108  0.46
C 8.632724 17.059002 12.483575  -0.25
O 7.597424 16.451284 11.693167  -0.74
H 8.290919 17.701102 13.361750  0.16
H 9.263921 16.248026 12.879471  0.17
H 9.158673 17.793805 11.926247  0.18
H 7.098451 15.831052 12.282336  0.49
C 9.247404 11.674647 6.397987  -0.24
O 10.140966 11.104298 7.283605  -0.76
H 9.218789 11.078162 5.473414  0.17
H 8.247037 11.560595 6.820955  0.17
H 9.495265 12.786254 6.191017  0.15
H 9.681283 10.949698 8.168605  0.50
C 10.064466 5.463230 14.439029  -0.25
O 10.160212 6.939224 14.112702  -0.77
H 9.478248 5.081419 13.611033  0.20
H 11.025420 5.105286 14.516783  0.18
H 9.440766 5.230058 15.353512  0.17
H 11.015436 7.259858 14.455947  0.48
C 7.587912 6.518168 11.782736  -0.26
O 8.973073 6.432779 11.406533  -0.75
H 7.425603 7.311171 12.537859  0.17
H 7.071637 6.823492 10.877084  0.18
H 7.253875 5.587950 12.247721  0.17
H 9.433827 6.977688 12.067468  0.49

Cartesian forces (eV/Å) of the 6 atoms listed first:
-1.147 -1.487 0.782
0.483 0.008 -1.655
-1.119 0.458 1.198
0.008 0.292 0.189
0.886 0.503 -0.343
-0.099 0.972 0.292

Summary:
- orbital gap (eV) = 10.0
- structure (SMILES) = CC(C)=O.CC(C)=O.CC(C)=O.CC(C)=O.CO.CO.CO.CO.CO
- electronic energy (a.u.) = -1351.1402
- max |F| (eV Å⁻¹) = 3.96
- relative energy (zero: lowest compared OMol25 entry of this formula, charge and spin) (kcal/mol) = 0.0

=====

This record from the OMol25 dataset describes 2 unconnected molecules or ions with the total composition C14H17FINO3PS in a non-equilibrium geometry. The level of theory is ωB97M-V/def2-TZVPD.

Each line ends with the natural charge from an NBO analysis.
CARTESIAN COORDINATES (ANGSTROEM)
C 0.425606 5.434576 0.683438  -0.35
C -0.255012 4.282341 0.526937  -0.22
C 0.253128 3.029212 1.210179  -0.37
S 2.047443 2.931458 0.783138  0.41
C 2.016623 1.217743 0.626329  0.26
C 3.280821 0.452064 0.534673  -0.49
C 4.319024 1.149527 -0.385330  -0.44
C 5.294305 2.052683 0.355933  0.05
F 6.412813 1.345569 0.724990  -0.35
N 0.813149 0.743927 0.595135  -0.48
C -0.284118 1.701112 0.676406  -0.39
P -1.649049 1.178934 1.867462  0.92
O -0.817633 0.077369 2.754944  -0.99
I -3.281527 -0.038482 0.533328  -0.08
H 0.885588 5.609984 1.652579  0.21
H 0.580845 6.146832 -0.112386  0.23
H -1.185723 4.279237 -0.028231  0.24
H 0.149198 3.026245 2.297776  0.25
H 3.715937 0.369567 1.529625  0.28
H 3.099079 -0.534694 0.115910  0.25
H 4.890770 0.382178 -0.898144  0.26
H 3.824832 1.735811 -1.157288  0.23
H 5.580405 2.881993 -0.289926  0.18
H 4.850339 2.509536 1.241549  0.16
H 0.632366 -0.248350 0.517254  0.45
H -0.806303 1.728654 -0.280142  0.26
H -1.299127 -0.026221 3.584355  0.52
C -3.309424 -4.769849 -0.275258  -0.21
C -3.841132 -3.578294 -0.529266  -0.25
C -4.195528 -3.166030 -1.906854  0.48
O -4.673814 -2.070875 -2.122127  -0.51
C -3.939955 -4.133108 -3.000660  -0.24
C -3.409108 -5.327946 -2.752224  -0.22
C -3.051498 -5.742139 -1.370165  0.47
O -2.568156 -6.827033 -1.141975  -0.47
H -3.042098 -5.089008 0.724198  0.23
H -4.042672 -2.853157 0.247177  0.22
H -4.207491 -3.811407 -3.999000  0.24
H -3.212901 -6.049959 -3.534339  0.24

Cartesian forces (eV/Å) of the 6 atoms listed first:
-0.321 -0.870 0.283
0.083 0.883 0.399
0.066 -0.107 -0.212
0.069 -0.223 0.287
0.222 0.854 0.347
0.324 -0.101 -0.854

Summary:
- orbital gap (eV) = 8.2
- electronic energy (a.u.) = -1960.9479
- max |F| (eV Å⁻¹) = 1.56
- charge = +1

=====

This record from the OMol25 dataset describes a single C7H6N2OS molecule in a non-equilibrium geometry. The level of theory is ωB97M-V/def2-TZVPD.

Each line ends with the natural charge from an NBO analysis.
CARTESIAN COORDINATES (ANGSTROEM)
C -2.141998 -1.793481 1.195365  -0.31
C -1.674526 -0.514179 1.106986  -0.24
C -1.045383 -2.637012 0.886686  0.14
C -0.315223 -0.702134 0.779536  0.16
C 1.200806 1.389942 0.332754  -0.14
C 0.657758 0.317060 0.800291  0.07
C 1.460730 1.675864 -1.979914  0.24
N 0.779021 1.971354 -0.910406  -0.56
N 2.376814 0.838241 -2.191163  -0.61
O 0.065677 -1.981570 0.726125  -0.37
S -0.773904 2.426162 -1.044795  0.19
H -3.090857 -2.137828 1.428068  0.23
H -2.210034 0.473603 1.201046  0.26
H -1.059995 -3.799551 0.941810  0.21
H 1.982739 1.973801 0.879167  0.23
H 1.237326 2.166822 -2.917244  0.19
H 2.551048 0.332905 -1.234313  0.32

Cartesian forces (eV/Å) of the 6 atoms listed first:
2.060 -2.005 -0.840
0.613 1.517 -0.379
-3.724 -3.550 1.648
1.458 4.641 0.652
1.081 0.999 1.114
-0.813 -1.908 0.109

Summary:
- orbital gap (alpha / beta) (eV) = 7.7 / 6.1
- electronic energy (a.u.) = -853.0776
- max |F| (eV Å⁻¹) = 5.87
- relative energy (zero: lowest compared OMol25 entry of this formula, charge and spin) (kcal/mol) = 114.9

=====

This record from the OMol25 dataset describes 2 unconnected molecules or ions with the total composition C2H4Cl2Si in a non-equilibrium geometry. The level of theory is ωB97M-V/def2-TZVPD.

Each line ends with the natural charge from an NBO analysis.
CARTESIAN COORDINATES (ANGSTROEM)
C 1.367145 0.875181 -0.143452  -0.32
C 0.749607 -0.257864 0.275639  -0.31
Si -1.775845 -0.384186 -0.006703  0.82
Cl 3.078093 1.224978 -0.165585  -0.04
Cl 1.470003 -1.623839 0.925191  0.04
H 1.009467 1.621602 -0.814819  0.22
H -1.768082 -1.849159 0.305133  -0.13
H -2.584564 0.504714 0.959507  -0.12
H -1.545821 -0.111428 -1.334909  -0.16

Cartesian forces (eV/Å) of the 6 atoms listed first:
0.049 -1.837 -0.043
-2.705 2.593 -1.094
3.368 -0.631 3.200
0.473 -0.531 0.474
0.546 -0.444 0.488
-1.397 0.253 0.229

Summary:
- orbital gap (eV) = 8.5
- electronic energy (a.u.) = -1288.3513
- max |F| (eV Å⁻¹) = 4.69
- relative energy (zero: lowest compared OMol25 entry of this formula, charge and spin) (kcal/mol) = 109.4

=====

> electronic energy of number 4 (C2H4Cl2Si)?

-1288.3513 a.u.

=====

> Number 3 is which compound?

C7H6N2OS

=====

> Which formula does entry 1 have?

C17H44O9

=====

> What is the electronic energy in the third record?

-853.0776 a.u.